[1]
C2H5ClOS | ωB97M-V/def2-TZVPD

## Properties
Highest occupied orbital energy   -9.216 eV
Molecular weight   112.6 g mol⁻¹
Energy   -27558.6495 eV
Lowest unoccupied orbital energy   -0.00001 hartree
Gap between HOMO and LUMO   9.22 eV

The geometry in XYZ format:
```
10
C2H5ClOS, DFT ωB97M-V/def2-TZVPD
C -1.09835 -0.93156 -0.88788
C 0.50324 0.59552 0.79085
O 1.42327 0.71931 1.71095
S 0.37678 -1.03879 0.17093
Cl 1.09196 1.81971 -1.00600
H -0.64132 -0.68070 -1.81411
H -1.83455 -0.29894 -0.27793
H -1.54806 -2.03485 -0.93673
H -0.59355 0.97848 0.87054
H 2.32058 0.87181 1.37938
```

=====

[2]
C51H47N6OP2RhSi | ωB97M-V/def2-TZVPD

## Properties
Highest occupied orbital energy (alpha / beta)   -12.823 / -12.824 eV
Total charge   +2
Molecular weight   952.9 g mol⁻¹
Energy   -94086.8643 eV
Lowest unoccupied orbital energy (alpha / beta)   -0.29147 / -0.28363 hartree
Gap between HOMO and LUMO (alpha / beta)   4.89 / 5.11 eV

The geometry in XYZ format:
```
109
C51H47N6OP2RhSi, DFT ωB97M-V/def2-TZVPD
Rh -0.04703 0.34227 0.01178
C -1.19327 -2.80487 1.01113
N -0.49083 -2.72589 2.24889
C -0.61324 -1.48211 2.93613
P 0.31965 0.02309 2.30369
C 2.08133 -0.27468 2.56259
C 2.89795 0.78797 2.96112
C 4.26286 0.59732 3.09186
C 4.82116 -0.64624 2.82332
C 4.01626 -1.69702 2.40089
C 2.65443 -1.50667 2.24442
C -0.18128 1.17747 3.59827
C -1.08497 2.19499 3.29266
C -1.54448 3.02607 4.30256
C -1.10480 2.83982 5.60428
C -0.20324 1.82339 5.90441
C 0.26621 0.98984 4.90586
C -0.01401 -3.87972 2.92307
C 0.97981 -3.76826 3.90117
C 1.44812 -4.88794 4.56847
C 0.95451 -6.14797 4.27071
C -0.03522 -6.26815 3.30877
C -0.52523 -5.15233 2.64874
P -0.48368 -1.89415 -0.48566
C 0.94478 -2.84984 -1.05276
C 1.52759 -2.47680 -2.26717
C 2.64261 -3.14634 -2.73822
C 3.20015 -4.18065 -1.99554
C 2.62506 -4.55246 -0.78835
C 1.50564 -3.88673 -0.31166
C -1.82983 -2.30991 -1.62121
C -3.10785 -1.86085 -1.26811
C -4.20589 -2.25509 -2.00795
C -4.03108 -3.05684 -3.12911
C -2.75802 -3.46064 -3.50870
C -1.65259 -3.09441 -2.75906
H -2.20497 -2.39713 1.11676
H -1.28574 -3.83022 0.66719
H -0.32631 -1.59133 3.97901
H -1.65851 -1.13823 2.91977
H 2.45972 1.75282 3.18906
H 4.89471 1.41829 3.40342
H 5.88668 -0.79423 2.93898
H 4.45012 -2.66676 2.19448
H 2.03719 -2.31553 1.87812
H -1.41708 2.32981 2.26800
H -2.24831 3.81391 4.07142
H -1.46184 3.48817 6.39286
H 0.13329 1.67537 6.92142
H 0.97927 0.20848 5.14201
H 1.41793 -2.80668 4.13080
H 2.20965 -4.76807 5.32796
H 1.33218 -7.02270 4.78107
H -0.45378 -7.23852 3.07725
H -1.33858 -5.29193 1.94954
H 1.08622 -1.67389 -2.84953
H 3.07712 -2.86503 -3.68952
H 4.07323 -4.70234 -2.36573
H 3.03407 -5.37101 -0.21053
H 1.07861 -4.20244 0.62915
H -3.23744 -1.20244 -0.41569
H -5.19580 -1.93549 -1.71239
H -4.88926 -3.35920 -3.71420
H -2.62626 -4.07803 -4.38681
H -0.66820 -3.43734 -3.04544
N 5.09645 -0.75122 -0.80534
N 4.02761 0.06869 -0.67790
N 4.14245 1.35355 -0.43087
C 2.88255 1.72138 -0.30253
N 2.06550 0.67561 -0.48873
N 2.81614 -0.38570 -0.70862
H 5.92771 -0.25643 -1.09483
H 4.86946 -1.57836 -1.34110
H 2.56569 2.73386 -0.11915
O -1.22275 2.00783 -0.35310
Si -1.61848 3.00093 -1.54202
C -0.42318 2.67161 -2.99857
C -0.21593 3.60291 -4.01019
C 0.70473 3.34341 -5.01790
C 1.39848 2.14097 -5.03893
C 1.18125 1.19442 -4.04928
C 0.27333 1.46945 -3.03508
C -3.27669 2.56027 -2.37173
C -3.38623 1.26565 -2.87524
C -4.54102 0.86544 -3.53340
C -5.59583 1.75267 -3.68961
C -5.50043 3.03726 -3.18305
C -4.34026 3.44240 -2.53193
C -1.28712 4.77366 -0.98046
C -0.08685 4.95891 -0.29004
C 0.33543 6.22748 0.07618
C -0.44777 7.33063 -0.23181
C -1.64606 7.16199 -0.90712
C -2.06462 5.88898 -1.27780
H -0.76346 4.53855 -4.00803
H 0.88028 4.08641 -5.78506
H 2.10625 1.93699 -5.83171
H 1.71670 0.25081 -4.07214
H 0.10079 0.72032 -2.24668
H -2.56013 0.56775 -2.77634
H -4.60599 -0.13522 -3.93849
H -6.48879 1.44657 -4.21935
H -6.31924 3.73536 -3.29932
H -4.28946 4.45159 -2.15191
H 0.52456 4.09620 -0.04210
H 1.27561 6.35613 0.59804
H -0.12777 8.32245 0.05933
H -2.25994 8.01904 -1.15102
H -3.00247 5.79484 -1.80483
```

=====

[3]
H80O40 | ωB97M-V/def2-TZVPD

## Properties
Highest occupied orbital energy   -9.956 eV
Molecular weight   720.6 g mol⁻¹
Energy   -83196.0907 eV
Lowest unoccupied orbital energy   -0.01742 hartree
Gap between HOMO and LUMO   9.48 eV

The geometry in XYZ format:
```
120
H80O40, DFT ωB97M-V/def2-TZVPD
H -3.11524 -0.51123 -0.30472
H -4.04604 -0.59295 1.06278
O -3.27883 -0.21349 0.61541
H 1.89967 2.71485 -2.57510
H 0.78984 2.29830 -3.36508
O 1.53513 1.86957 -2.92188
H 1.07229 -3.28964 4.34998
H 2.15845 -3.62922 3.46676
O 1.33739 -4.03566 3.78354
H -2.88464 4.61213 -2.37253
H -3.84844 5.09506 -1.13646
O -2.99440 4.68394 -1.41972
H 3.52987 1.86307 -2.72702
H 4.33812 0.98739 -1.75274
O 4.30948 1.88482 -2.16671
H -0.73561 -1.54006 -1.94246
O -1.71282 -1.77777 -2.00619
H 5.83472 -0.28812 -0.40422
O 5.31183 -0.86547 -0.95903
H -4.68335 -5.24828 -0.10234
H -3.86758 -4.28905 -0.84226
O -3.75663 -4.99804 -0.19793
H -1.62671 -0.89838 -5.29435
H -0.39372 -1.78391 -4.91565
O -1.19685 -1.29615 -4.53133
H -0.96433 -4.17919 1.10584
H -2.35844 -3.61991 1.13865
O -1.43145 -3.34068 1.03009
H -4.28557 -1.01196 3.48798
H -5.63083 -0.84489 2.86207
O -4.70331 -0.62476 2.70483
H -2.60523 1.25387 1.56509
O -2.25564 1.38944 2.49219
H 1.05732 -1.59349 1.09802
H 2.29511 -1.88454 1.75045
O 1.95174 -1.86037 0.84730
H -3.91933 -2.27807 2.22902
H -3.05508 -2.52067 3.42796
O -3.31691 -2.94402 2.60794
H 4.61399 -3.03518 1.21782
H 5.03970 -2.14555 0.17873
O 5.46366 -2.68071 0.90616
H -6.38975 0.44398 -1.06836
H -5.03128 0.13753 -1.47872
O -5.66871 0.88615 -1.54790
H 0.31603 -6.59507 -1.36873
H 0.55523 -5.07038 -1.28010
O 0.80589 -5.84278 -1.79163
H -0.34273 4.35728 0.39583
H 0.32027 3.29176 -0.51646
O 0.29841 3.57083 0.41763
H -5.56692 -1.75559 -1.37079
O -5.39639 -1.72040 -0.41260
H -0.81187 2.39857 3.22548
H 0.26653 1.51551 3.10007
O -0.19639 1.98267 3.86882
H -1.44303 5.41508 1.22458
O -2.36395 5.19472 1.07467
H 1.23289 -4.61780 -3.14456
H 1.57552 -3.02878 -3.00702
O 1.50246 -3.78560 -3.60251
H 2.13312 3.08898 -5.09484
H 1.43283 2.07115 -5.80470
O 1.26527 2.97905 -5.52244
H 3.25217 -2.00996 -0.92901
H 4.18871 -2.73908 -1.89378
O 3.24363 -2.60356 -1.69000
H 3.92117 4.89856 -3.22800
H 2.48875 4.71441 -2.62796
O 3.04112 4.52980 -3.38294
H 5.35816 0.64540 2.91331
H 5.04109 -0.47587 1.92177
O 4.70254 -0.02242 2.70525
H -2.79976 2.24123 -4.86346
H -1.62868 1.45538 -4.62905
O -2.46067 1.37388 -5.11263
H -0.91255 1.20889 -2.27678
H -1.41498 2.22605 -1.36211
O -0.91810 2.18871 -2.18823
H 3.00962 0.95469 5.90010
H 3.60903 0.33814 4.48746
O 3.62812 0.40564 5.44514
H 0.62758 1.37360 1.04929
H -0.30574 0.02795 1.09677
O 0.47168 0.47176 1.45217
H 0.90798 4.42877 4.30159
H 2.21808 4.87925 3.70595
O 1.35420 5.21205 3.96381
H 2.25674 -5.42488 -1.28635
O 2.73458 -4.92758 -0.62011
H 1.69784 -2.15472 -4.86866
H 1.00358 -3.31431 -5.36112
O 0.98081 -2.35938 -5.46509
H -5.59206 -2.66452 -0.30111
H -1.82945 -1.82216 -2.98853
H -2.52109 4.51840 0.39507
H 5.80182 -1.45294 -1.55900
H -3.04173 1.49390 3.04523
H 2.48371 -4.01138 -0.83071
O 0.28810 -1.26427 5.58732
H 0.18438 -0.32144 5.52029
H -0.50023 -1.65132 5.18657
O 1.58859 0.09123 -4.58093
H 1.42148 -0.73425 -5.05925
H 2.50962 -0.06581 -4.31507
O -4.48570 2.43428 4.47157
H -3.93182 3.06209 4.93070
H -4.62158 1.51243 4.75921
O -1.62328 -0.68006 3.78591
H -1.32732 -0.40095 2.90259
H -1.19313 0.07286 4.22718
O 0.99663 -1.10394 -2.53429
H 1.73798 -0.79173 -1.98117
H 0.62372 -0.47390 -3.20381
O 3.50155 3.41643 1.51803
H 4.15050 2.78971 1.84464
H 3.79605 4.19099 2.01001
O -2.27199 4.22182 3.57974
H -3.07787 3.68932 3.62424
H -2.30704 4.60466 2.66677
```

=====

[4]
C13H14S2 | ωB97M-V/def2-TZVPD

## Properties
Highest occupied orbital energy   -7.730 eV
Molecular weight   234.4 g mol⁻¹
Energy   -35374.6151 eV
Lowest unoccupied orbital energy   0.02210 hartree
Gap between HOMO and LUMO   8.33 eV
SMILES   CCC1=C(c2ccccc2)C12SCCS2

The geometry in XYZ format:
```
29
C13H14S2, DFT ωB97M-V/def2-TZVPD
C 4.58129 1.17150 0.11578
C 4.32330 -0.16406 -0.28072
C 3.55428 1.87778 0.70672
C 2.98320 -0.60980 -0.32127
C 2.28356 1.44730 0.68394
C 1.96954 0.26162 0.09412
C 0.60107 -0.07916 0.03810
C -0.48271 -0.86083 0.04848
C -2.54090 2.54051 -0.77295
C -2.87592 1.91762 0.55465
C -0.71562 0.71817 -0.03200
C -0.93723 -3.13362 -0.77081
C -1.28665 -2.04521 0.37367
S -1.19048 1.49056 -1.53187
S -1.35454 1.65665 1.43811
H 5.68293 1.50120 -0.05421
H 4.99454 -0.89520 -0.60558
H 3.68004 2.90274 1.08453
H 2.91949 -1.60010 -0.67557
H 1.43610 2.12208 0.89760
H -3.27014 2.19505 -1.53642
H -2.14928 3.57375 -0.68796
H -3.54453 2.27444 1.20275
H -3.21900 0.87376 0.39032
H -0.97093 -2.54544 -1.65208
H -1.59221 -3.96785 -0.48317
H 0.06435 -3.58732 -0.82862
H -1.05370 -2.44055 1.34968
H -2.33148 -1.76613 0.24538
```

=====

Question: Look up the molecular weight of the third one.
Answer: 720.6 g mol⁻¹